#w
Density functional theory data (wB97M-V/def2-TZVPD) for 2 unconnected molecules or ions with the total composition C4H12NO.

Values from the calculation:
- Kohn-Sham gap (eV) = 10.27
- spin multiplicity = 1
- charge = +1
- highest occupied orbital energy (eV) = -15.939

XYZ file:
```
18
C4H12NO wB97M-V/def2-TZVPD
O 0.08266 1.27034 -0.36036
C -0.89823 0.35582 -0.25243
H -2.53523 -1.07418 1.67686
H 0.47587 0.98251 0.42086
N 2.10154 1.89629 -1.45961
H -1.71630 0.93505 0.24895
H 1.59149 2.34250 -0.77717
C -1.85673 -1.70359 1.09171
H -2.46461 -2.00836 0.23322
C 1.84445 0.63178 -0.81027
C -0.62644 -0.91591 0.57462
H 0.08580 -0.61532 1.38749
H 1.64749 -0.22779 -1.50111
H -1.16310 0.04811 -1.28154
H -1.60520 -2.56409 1.70092
H 2.11167 0.13657 0.19311
H -0.02669 -1.63754 -0.04607
H 2.95158 2.14783 -1.03919
```

---

#x
Density functional theory data (wB97M-V/def2-TZVPD) for 2 unconnected molecules or ions with the total composition C4H12NO.

Values from the calculation:
- Kohn-Sham gap (eV) = 10.42
- spin multiplicity = 1
- charge = +1
- highest occupied orbital energy (eV) = -14.066

XYZ file:
```
18
C4H12NO wB97M-V/def2-TZVPD
H 1.87608 1.71467 -0.10997
H -1.83034 0.28049 0.87195
O 0.60732 -1.64576 -2.42516
H 2.05613 -0.68988 -0.17035
C -1.30654 1.40167 2.60373
H -1.09537 -0.61093 2.01462
H -0.20842 0.53552 1.02843
H -2.14386 1.08577 3.21910
C 1.15249 -0.24931 -0.59095
C 0.11578 -1.12372 -1.20130
H 0.74025 -0.89060 -3.02019
H -0.80906 -0.54885 -1.37345
H -0.12986 -1.97040 -0.56395
H -1.58036 2.30677 2.07125
H -0.37059 1.51309 3.13622
H 0.19121 1.57627 -0.87508
C 1.08055 1.08341 -0.48127
N -1.08694 0.30426 1.56992
```

---

#y
Density functional theory data (wB97M-V/def2-TZVPD) for 2 unconnected molecules or ions with the total composition C4H12NO.

Values from the calculation:
- Kohn-Sham gap (eV) = 12.92
- spin multiplicity = 1
- charge = +1
- highest occupied orbital energy (eV) = -16.034

XYZ file:
```
18
C4H12NO wB97M-V/def2-TZVPD
C -0.62342 -1.20835 -0.22750
H 2.91233 -0.90279 -0.61581
H -1.66970 1.61268 1.00482
H -1.27655 -1.16002 1.82693
C -0.89027 0.84744 1.06384
C -0.22530 -0.04079 -1.11385
H 0.71671 -0.22201 -1.62053
H 0.99658 1.02272 0.14822
H 3.55148 0.47274 -0.59787
H -1.24477 -1.92188 -0.76953
H -0.97637 0.27449 -1.82708
H 0.26111 -1.73697 0.14253
H -0.09177 1.95969 -0.60658
C -1.42604 -0.57492 0.91955
O 2.77919 -0.00651 -0.25740
N 0.01357 1.07233 -0.12656
H -2.49233 -0.53824 0.68872
H -0.31447 1.05039 1.96810
```

---

The most stable arrangement is #y, and the next structure is 43.5 kcal/mol less stable.